[1]
{
  "formula": "CH8NO3",
  "method": "wB97M-V/def2-TZVPD",
  "charge": -1,
  "e_lumo_ha": 0.1558,
  "homo_ev": -3.3,
  "gap_ev": 7.5356,
  "elements": ["N", "C", "O", "H", "H", "H", "H", "H", "H", "O", "H", "H", "O"],
  "positions_angstrom": [[0.03718, 0.61514, 1.82636], [-0.26188, 0.86759, 0.34556], [0.43333, 0.08491, -0.49497], [0.02716, -0.39149, 1.94928], [1.05461, 0.83021, 1.92663], [-1.39676, 0.71719, 0.31098], [0.12500, 1.89775, 0.03270], [0.85613, -1.69034, 0.27278], [1.31042, -3.23347, -0.17852], [0.98893, -2.64227, 0.56139], [-0.39482, 0.80666, -1.77525], [-1.71326, 0.80787, -2.62624], [-1.06605, 1.33025, -2.15071]],
  "nbo_charge": [-0.9039, 0.1145, -0.9878, 0.3355, 0.3239, 0.0949, 0.1106, 0.5288, 0.4559, -1.0244, 0.5029, 0.4457, -0.9966]
}



[2]
{
  "formula": "CH8NO3",
  "method": "wB97M-V/def2-TZVPD",
  "charge": -1,
  "e_lumo_ha": 0.1559,
  "homo_ev": -3.8,
  "gap_ev": 8.0390,
  "elements": ["N", "C", "O", "H", "H", "H", "H", "H", "H", "O", "H", "H", "O"],
  "positions_angstrom": [[-0.52527, 1.21386, 1.03578], [-0.70908, -0.29079, 1.25135], [-0.20597, -1.15263, 0.36968], [0.44805, 1.38378, 1.31499], [-0.50476, 1.33376, 0.02313], [-0.24585, -0.34616, 2.26911], [-1.79570, -0.37639, 1.42879], [1.28337, -0.50020, -0.02261], [1.73814, 0.73781, -0.75082], [2.11593, 0.02422, -0.22983], [-0.50808, -0.00222, -2.60055], [-0.55502, -1.06352, -1.55830], [-0.53576, -0.96151, -2.53070]],
  "nbo_charge": [-0.9024, 0.1356, -0.9396, 0.3404, 0.3147, 0.0695, 0.0840, 0.5050, 0.4365, -1.0145, 0.4423, 0.5134, -0.9850]
}



[3]
{
  "formula": "CH8NO3",
  "method": "wB97M-V/def2-TZVPD",
  "charge": -1,
  "e_lumo_ha": 0.1591,
  "homo_ev": -3.8,
  "gap_ev": 8.1259,
  "elements": ["N", "C", "O", "H", "H", "H", "H", "H", "H", "O", "H", "H", "O"],
  "positions_angstrom": [[0.18307, -1.98412, 0.11915], [-0.03686, -0.94021, -0.92425], [-0.66858, 0.18525, -0.52837], [0.76821, -1.59332, 0.84509], [-0.70212, -2.23298, 0.54640], [0.98457, -0.74003, -1.28665], [-0.58852, -1.46925, -1.72065], [-0.14268, 0.67944, 1.07991], [0.12257, 0.14991, 2.49514], [-0.24594, 0.92052, 2.04345], [0.01129, 1.59223, -1.14770], [0.02317, 2.87553, -0.32370], [0.29183, 2.55703, -1.19782]],
  "nbo_charge": [-0.8958, 0.1230, -0.9496, 0.3254, 0.3354, 0.0896, 0.0897, 0.5088, 0.4383, -1.0060, 0.5121, 0.4529, -1.0237]
}



[4]
{
  "formula": "CH8NO3",
  "method": "wB97M-V/def2-TZVPD",
  "charge": -1,
  "e_lumo_ha": 0.1611,
  "homo_ev": -4.0,
  "gap_ev": 8.4196,
  "elements": ["N", "C", "O", "H", "H", "H", "H", "H", "H", "O", "H", "H", "O"],
  "positions_angstrom": [[0.20619, 1.66699, 1.15206], [1.03027, 0.49094, 0.82470], [0.33888, -0.42952, -0.00410], [-0.17854, 1.99267, 0.23117], [-0.65449, 1.47608, 1.64236], [1.92895, 0.89314, 0.33418], [1.28874, -0.00639, 1.77568], [-0.20721, -1.94952, -0.43959], [-0.90754, -3.05917, 0.16711], [-0.71199, -2.78988, -0.75879], [-0.32041, 0.34478, -0.94813], [-1.04594, 0.39406, -2.35682], [-0.76689, 0.97583, -1.61983]],
  "nbo_charge": [-0.8990, 0.1133, -0.9683, 0.3711, 0.3357, 0.1154, 0.1118, 0.5248, 0.4391, -1.0099, 0.4879, 0.4441, -1.0661]
}



[5]
{
  "formula": "CH8NO5",
  "method": "wB97M-V/def2-TZVPD",
  "e_lumo_ha": [0.0048, -0.1582],
  "homo_ev": [-11.3, -11.3],
  "multiplicity": 2,
  "s_squared": 0.7583,
  "gap_ev": [11.4708, 7.0315],
  "elements": ["N", "C", "O", "O", "H", "H", "H", "H", "O", "H", "H", "O", "H", "H", "O"],
  "positions_angstrom": [[1.26526, -1.04184, 1.99316], [0.71146, -0.57953, 0.85757], [-0.51680, -0.35124, 0.80445], [1.37281, -0.38023, -0.20257], [0.67327, -0.89325, 2.79688], [2.25782, -1.10157, 2.14394], [-0.32295, 1.34638, -1.40731], [0.22156, 1.37351, -2.84010], [-0.02143, 1.94201, -2.10099], [-2.04237, 1.24969, 1.54978], [-1.57099, 1.79909, 0.27261], [-2.22953, 1.98105, 0.95159], [-0.61249, -1.85900, -1.23131], [0.75165, -1.41424, -1.70169], [0.06274, -2.07083, -1.88602]],
  "nbo_charge": [-0.8205, 0.8288, -0.4833, -0.3530, 0.4131, 0.4187, 0.4600, 0.4742, -0.9342, 0.4643, 0.4601, -0.9224, 0.4653, 0.4740, -0.9450]
}



[6]
{
  "formula": "CH8NP2",
  "method": "wB97M-V/def2-TZVPD",
  "charge": 1,
  "e_lumo_ha": -0.1508,
  "homo_ev": -12.8,
  "smiles": "[NH3+]C[PH]#[PH2]",
  "gap_ev": 8.6755,
  "elements": ["C", "N", "P", "P", "H", "H", "H", "H", "H", "H", "H", "H"],
  "positions_angstrom": [[-0.11380, -0.09590, -0.80713], [-1.39347, -0.61856, -1.19248], [1.33446, 1.47005, 1.51601], [-0.15870, -0.11988, 1.20017], [-0.11694, 1.01054, -1.11998], [0.65396, -0.69208, -1.04831], [-2.13559, 0.20141, -1.26875], [-1.62613, -1.27326, -0.47678], [-1.36912, -1.10258, -2.03799], [1.99545, 0.60462, 0.60480], [1.99544, 0.92920, 2.73220], [-1.45549, 0.33080, 1.32065]],
  "nbo_charge": [-0.4592, -0.6670, 0.0959, 0.2083, 0.2413, 0.2330, 0.4685, 0.4381, 0.4377, -0.0124, 0.0532, -0.0375]
}



[7]
{
  "formula": "CH8NS",
  "method": "wB97M-V/def2-TZVPD",
  "charge": 1,
  "e_lumo_ha": -0.1458,
  "homo_ev": -13.5,
  "gap_ev": 9.5566,
  "elements": ["N", "H", "H", "H", "H", "C", "S", "H", "H", "H", "H"],
  "positions_angstrom": [[1.74281, -0.95894, -1.28345], [2.69572, -1.14733, -0.95128], [1.20376, -1.80470, -1.49777], [1.82324, -0.37451, -2.11477], [1.16365, -0.49618, -0.53414], [-1.41639, 0.99373, 1.48612], [-0.71034, 0.41906, -0.05913], [-0.63347, 1.15530, 2.25779], [-2.20559, 0.37107, 1.88018], [-1.86927, 1.97185, 1.39066], [-1.79411, -0.12934, -0.57420]],
  "nbo_charge": [-0.8906, 0.4546, 0.4540, 0.4526, 0.4555, -0.7359, -0.0893, 0.2487, 0.2480, 0.2405, 0.1620]
}



[8]
{
  "formula": "CH8NS2",
  "method": "wB97M-V/def2-TZVPD",
  "charge": 1,
  "e_lumo_ha": -0.2032,
  "homo_ev": -12.9,
  "gap_ev": 7.4058,
  "elements": ["N", "H", "H", "H", "H", "C", "S", "S", "H", "H", "H", "H"],
  "positions_angstrom": [[1.09812, -2.12427, 1.32834], [1.03385, -1.66434, 2.25114], [0.59554, -1.37997, 0.70786], [0.53703, -2.97171, 1.29962], [2.02433, -2.36059, 0.96005], [-1.35952, 1.89329, 0.13348], [0.27521, 1.09328, 0.12424], [-0.15953, -0.65947, -1.05133], [-1.68383, 2.19831, -0.86644], [-2.10480, 1.29805, 0.68941], [-1.19119, 2.84377, 0.66153], [-0.89614, -1.73372, -1.40874]],
  "nbo_charge": [-0.9147, 0.4529, 0.4395, 0.4427, 0.4570, -0.7538, 0.2743, -0.3941, 0.2507, 0.2448, 0.2547, 0.2459]
}



[9]
{
  "formula": "CH8O2S2",
  "method": "wB97M-V/def2-TZVPD",
  "charge": 1,
  "e_lumo_ha": [-0.3219, -0.3648],
  "homo_ev": [-14.9, -14.0],
  "multiplicity": 2,
  "s_squared": 1.7528,
  "gap_ev": [6.1139, 4.0727],
  "elements": ["C", "S", "S", "H", "H", "H", "H", "H", "H", "O", "H", "H", "O"],
  "positions_angstrom": [[-0.74522, 1.66236, 0.19759], [-2.19854, 0.71478, -0.19784], [2.34724, 0.27655, 0.02360], [-0.37575, 2.18845, -0.68692], [0.11161, 1.11309, 0.62272], [-1.10267, 2.37740, 0.94980], [3.46622, 0.71597, 0.67200], [0.12524, -1.08893, -1.45200], [1.64471, -1.36666, -1.48970], [0.83136, -1.54643, -1.92276], [-1.61956, -2.40901, 1.23362], [-1.51674, -0.94384, 0.89317], [-0.96792, -1.69372, 1.15672]],
  "nbo_charge": [-0.8786, 0.6713, 0.1299, 0.2982, 0.2951, 0.3099, 0.1469, 0.4481, 0.4636, -0.9042, 0.4936, 0.4159, -0.8897]
}



[10]
{
  "formula": "CH8O2Si2",
  "method": "wB97M-V/def2-TZVPD",
  "e_lumo_ha": 0.0185,
  "homo_ev": -8.8,
  "smiles": "OC(O)[SiH2][SiH3]",
  "gap_ev": 9.2921,
  "elements": ["C", "O", "O", "Si", "Si", "H", "H", "H", "H", "H", "H", "H", "H"],
  "positions_angstrom": [[1.37371, 0.40936, -0.03550], [1.16850, -0.63548, -0.93891], [2.14004, 1.42161, -0.60594], [-1.81744, -1.28335, 0.40258], [-0.78424, 0.75286, 0.35573], [1.86000, 0.09017, 0.80588], [2.00832, -0.86886, -1.53942], [1.80136, 2.25118, -0.17917], [-1.94353, -2.04643, 1.79818], [-1.06551, -2.15566, -0.57264], [-3.28094, -1.36888, -0.21155], [-0.52369, 1.58532, 1.44044], [-0.93657, 1.84814, -0.71969]],
  "nbo_charge": [0.1998, -0.7684, -0.7301, 0.3302, 0.4528, 0.1170, 0.4764, 0.4789, -0.0923, -0.0899, -0.1055, -0.1614, -0.1075]
}



Calculated values (g/mol) of molar mass for the records, taken in order: 82.08 82.08 82.08 82.08 114.08 96.03 66.15 98.22 116.21 108.24.
Calculated values (hartree) of calculated total energy for the records, taken in order: -323.37671 -323.40035 -323.40492 -323.39674 -473.80126 -780.02471 -495.57245 -893.69268 -989.26557 -772.23699.
Calculated values (kJ/mol) of relative energy (zero: lowest compared OMol25 entry of this formula, charge and spin) for the records, taken in order: 91.03 28.96 16.96 38.42 0.00 0.00 18.96 214.56 456.94 290.77.